1.
Computed, not measured: a structure of composition C10H14F12MgN2O11S4, with wB97M-V/def2-TZVPD.

Each line ends with the Löwdin charge.
Geometry (Å):
1 C -25.344335 1.999846 -15.686691  -0.12
2 O -21.074449 3.689068 -9.604625  -0.30
3 H -26.643409 0.641335 -14.795663  0.15
4 H -21.586647 3.991647 -16.944139  0.14
5 H -25.503165 -1.299205 -13.210834  0.11
6 F -17.725081 -0.415081 -10.671493  0.13
7 H -24.136119 4.221416 -16.302548  0.14
8 O -18.822965 2.412900 -10.813725  -0.32
9 O -21.999010 -1.090525 -19.271063  -0.35
10 C -25.787017 1.227222 -14.461835  -0.14
11 H -19.377037 1.731680 -15.371393  0.10
12 H -26.174232 1.904885 -13.700961  0.15
13 H -25.182796 1.257665 -16.468470  0.15
14 F -24.467955 -5.219402 -16.057822  0.10
15 C -24.980370 -0.395933 -12.896376  -0.03
16 C -22.737295 1.636122 -8.626407  -0.61
17 F -22.510817 2.287542 -7.478497  0.12
18 C -22.050942 3.650955 -16.018704  -0.13
19 O -23.086970 3.101399 -10.905372  -0.37
20 N -22.013335 -2.410662 -17.086931  -0.35
21 O -22.587039 -3.433397 -19.407935  -0.29
22 F -24.666574 -3.355851 -17.174628  0.17
23 F -19.196345 -1.838513 -19.413654  0.10
24 H -25.975285 2.857389 -15.920409  0.15
25 F -19.697797 -3.960674 -19.685405  0.13
26 H -19.449946 3.418585 -15.334102  0.11
27 F -22.234357 0.412841 -8.408159  0.12
28 F -19.632587 -1.320137 -10.205488  0.11
29 O -21.362235 -5.093366 -17.438296  -0.32
30 F -19.378312 -3.113429 -17.692819  0.08
31 O -24.026606 2.456130 -15.352923  -0.18
32 O -24.647832 0.500863 -13.976045  -0.27
33 H -23.633375 3.000843 -17.302466  0.14
34 O -21.386990 2.413854 -15.627519  -0.26
35 F -24.099171 -5.176253 -18.190914  0.17
36 S -22.123747 -4.121901 -16.609064  0.68
37 S -21.828681 -2.447425 -18.734396  0.57
38 N -21.121723 1.302665 -11.013189  -0.34
39 S -21.910709 2.604806 -10.159548  0.70
40 C -23.494735 3.340497 -16.276058  -0.20
41 S -19.694689 1.343032 -10.308222  0.57
42 C -19.955374 2.561127 -15.778404  -0.05
43 O -19.696530 1.253333 -8.834275  -0.30
44 C -19.043166 -0.350496 -10.945424  -0.63
45 H -24.073677 -0.861713 -12.510276  0.09
46 C -24.038816 -4.469353 -17.101795  -0.70
47 F -24.056893 1.769042 -8.758965  0.12
48 F -19.256948 -0.484854 -12.253445  0.11
49 O -22.038117 -4.309084 -15.195560  -0.33
50 H -21.916465 4.374676 -15.214817  0.15
51 C -19.912079 -2.880509 -18.911482  -0.58
52 H -25.536569 0.115797 -12.110951  0.12
53 H -19.879114 2.592551 -16.865273  0.10
54 Mg -22.395479 0.424034 -14.368654  1.40

Cartesian forces (eV/Å) of the 2 atoms listed first:
1.638 -0.656 0.768
-1.330 -2.712 -1.077

For the HOMO energy, the calculation gives -9.99 eV. Its calculated total energy is -117486.1672 eV. The multiplicity is 1. The total charge is 0.

=====

2.
Computed, not measured: a cluster of 2 separate species, C10H14N2O in total, with wB97M-V/def2-TZVPD.

Each line ends with the Löwdin charge.
Geometry (Å):
1 C -0.215726 -0.760049 1.442914  0.01
2 N -0.442382 -1.650834 0.401133  -0.06
3 C -2.156373 0.517218 -1.437874  -0.04
4 H 0.362973 -3.576972 0.028516  0.10
5 H 1.261321 1.952245 1.925936  0.11
6 C -0.045695 0.976223 -0.291940  -0.30
7 H 1.038999 2.836456 -0.114262  0.05
8 H -2.341413 1.507630 -1.709121  0.05
9 H 0.055958 -3.258434 1.650179  0.03
10 H -2.744015 -0.120513 -2.226061  0.13
11 O -1.532811 -2.159998 -1.537079  0.08
12 C 2.588818 -0.463340 0.705889  0.08
13 H 3.983930 0.371694 -0.793521  0.09
14 H -0.517049 2.332617 2.205117  0.13
15 H 0.550068 2.514361 -1.789977  0.11
16 C 0.631731 2.073319 -0.741019  0.02
17 C 0.223914 1.403621 2.063013  -0.10
18 H -1.397574 -3.607332 0.654462  0.12
19 H 2.287892 1.226762 -0.203811  0.04
20 H -2.649153 0.428237 -0.456589  0.10
21 H -0.151707 0.176435 -2.197349  0.15
22 N -0.078038 0.496100 1.008463  -0.15
23 C -0.348909 -3.126909 0.739811  0.00
24 C 3.035199 0.340893 -0.180171  -0.15
25 H 0.201532 0.900897 2.974222  0.05
26 C -0.901591 -1.363491 -0.836260  -0.44
27 C -0.699897 0.033165 -1.284621  -0.20

Cartesian forces (eV/Å) of the 2 atoms listed first:
-0.169 -1.515 -1.466
0.525 -2.053 2.218

For the HOMO energy, the calculation gives -8.71 eV. Its calculated total energy is -15617.5604 eV. The multiplicity is 1. The total charge is 0.

=====

3.
Computed, not measured: a structure of composition C10H14N2OsP, with wB97M-V/def2-TZVPD.

Each line ends with the Löwdin charge.
Geometry (Å):
1 H 2.652352 3.320687 -1.299437  0.12
2 H 2.403948 -1.006085 1.202435  -0.04
3 Os 1.248067 -1.392262 0.245585  0.81
4 H -3.042140 1.200894 -1.793749  0.12
5 C 1.447460 1.755725 -0.484853  -0.39
6 H 0.874561 -4.060796 1.880391  -0.10
7 C 2.605553 -0.096626 0.463916  -0.46
8 H 0.136489 3.143496 -1.258854  0.12
9 H -3.391673 -0.156730 2.361740  0.11
10 C -3.570600 -0.815381 -0.958784  -0.03
11 C -3.146500 0.985419 0.439172  -0.05
12 N 0.234540 2.245995 -0.804458  0.15
13 N 1.411936 0.593352 0.204564  -0.12
14 C 3.843181 0.561545 0.364701  -0.05
15 H -0.626853 -3.857788 0.231387  -0.12
16 C -3.648423 -1.298333 0.370389  0.01
17 H -3.856176 -2.319964 0.682856  0.11
18 H 1.467948 -4.496414 -0.253595  -0.09
19 H -3.743294 -1.398839 -1.861686  0.12
20 C -3.380750 -0.131883 1.274249  0.01
21 P 0.750800 -3.539763 0.542057  0.42
22 C 3.864740 1.780952 -0.332247  -0.04
23 C -3.218192 0.566315 -0.927167  -0.04
24 H -0.598859 1.728441 -0.540616  0.08
25 H 4.721620 0.050238 0.766765  0.11
26 H -2.940783 1.997045 0.784059  0.12
27 H 4.818717 2.271189 -0.529250  0.12
28 C 2.682330 2.369571 -0.769569  -0.01

Cartesian forces (eV/Å) of the 2 atoms listed first:
0.257 -0.248 0.110
2.886 0.009 3.211

For the HOMO energy (alpha / beta), the calculation gives -10.17 / -9.68 eV. Its calculated total energy is -25317.5450 eV. The multiplicity is 5. The total charge is +1. Its expectation value of S² is 6.033.

=====

4.
Computed, not measured: a cluster of 2 separate species, C10H14N3O in total, with wB97M-V/def2-TZVPD.

Each line ends with the Löwdin charge.
Geometry (Å):
1 C -1.544643 -2.491433 -0.535885  0.03
2 H -0.424209 1.263548 -2.512748  0.02
3 N -0.628644 1.844673 1.395150  -0.02
4 H -2.026115 -1.915588 0.294439  0.12
5 H -1.942390 -2.417072 -1.580472  0.11
6 H 0.352327 4.075485 -0.407634  0.12
7 H -1.498844 -3.492676 -0.201688  0.08
8 H -0.041453 3.789840 2.118742  0.14
9 H 2.287319 -0.333989 -0.096405  0.18
10 N -0.028177 3.299734 -0.010742  0.10
11 C 1.645083 -2.035582 2.496389  -0.08
12 C 0.555990 -2.456528 1.711362  0.02
13 C -0.771949 1.096830 0.218100  -0.03
14 H 0.446407 2.811604 -2.412352  0.08
15 H 1.954079 -2.552907 3.386463  0.14
16 H -1.419926 2.906626 -2.423843  0.09
17 H -0.881131 1.503956 2.337439  0.15
18 H -0.574859 -1.246357 -2.604730  0.10
19 C 0.691464 -1.811626 0.431614  -0.21
20 N 0.048457 -1.231162 -1.860900  0.22
21 H -0.034284 -3.309668 2.077670  0.13
22 C -0.522780 2.296317 -2.228863  -0.02
23 C -0.230718 -1.758928 -0.650079  -0.23
24 C -0.304018 3.156288 1.293500  -0.08
25 C 1.832891 -1.145087 0.568668  -0.07
26 H 1.016930 -0.756686 -1.918460  0.18
27 O 2.382730 -1.212246 1.779307  0.07
28 C -0.339537 2.122632 -0.664041  -0.34

Cartesian forces (eV/Å) of the 2 atoms listed first:
0.430 2.680 -0.755
-0.657 -0.032 -1.180

For the HOMO energy, the calculation gives -11.38 eV. Its calculated total energy is -17104.7765 eV. The multiplicity is 1. The total charge is +1.

=====

5.
Computed, not measured: the molecule C10H14N3OP, with wB97M-V/def2-TZVPD.

Each line ends with the Löwdin charge.
Geometry (Å):
1 H 3.530875 2.227954 0.854112  0.06
2 C 2.863524 -1.542878 0.552529  -0.07
3 H -3.283065 2.748298 -0.129289  0.10
4 H 3.934359 0.587171 0.887981  0.07
5 H 1.297027 -0.650783 -1.972265  0.06
6 P 0.055960 -1.037366 -0.028033  0.77
7 H -4.517051 -1.452320 0.395703  0.09
8 H -0.513024 3.111783 -0.438723  0.09
9 O -0.082742 -2.366889 0.495279  -0.35
10 N -2.874866 -0.286185 0.328412  -0.26
11 H 3.309979 -1.707888 1.467160  0.07
12 C -3.465996 -1.536910 0.629058  0.00
13 H 1.606327 2.843494 0.041719  0.08
14 N 3.453176 1.351401 0.465137  0.13
15 H -3.338096 -1.686872 1.692998  0.10
16 C -1.612088 -0.063950 0.154491  -0.22
17 H -0.238288 0.002725 -2.223852  0.01
18 C -0.186317 2.151001 -0.096765  -0.07
19 C -2.767501 1.793979 0.013373  -0.07
20 H 2.172321 -2.355438 0.375554  0.06
21 N -3.620887 0.751484 0.315229  0.08
22 C 2.132614 0.856859 0.290069  -0.32
23 H -2.965766 -2.280410 0.014695  0.09
24 C -1.427519 1.312386 -0.105674  -0.22
25 H -0.145643 -1.829725 -2.251335  0.08
26 C 1.841739 -0.476655 0.480515  -0.23
27 C 0.208907 -0.842271 -1.856985  -0.14
28 C 1.156736 1.883678 -0.046086  -0.09
29 H 3.475307 -1.505679 -0.305011  0.08

Cartesian forces (eV/Å) of the 2 atoms listed first:
0.325 2.015 1.064
-3.413 -0.320 -1.603

For the HOMO energy (alpha / beta), the calculation gives -5.48 / -8.57 eV. Its calculated total energy is -26398.2947 eV. The multiplicity is 3. The total charge is 0. Its expectation value of S² is 2.018.

=====

6.
Computed, not measured: a structure of composition C10H14N4, with wB97M-V/def2-TZVPD.

Each line ends with the Löwdin charge.
Geometry (Å):
1 H 1.922804 -2.830118 0.646402  0.10
2 N 2.869792 1.026652 0.042060  -0.02
3 H -1.075104 -2.583765 -1.010067  0.14
4 C -3.239577 1.683543 -0.008736  -0.12
5 C -3.750741 0.218090 0.650141  -0.07
6 H -3.498189 -1.722495 0.478220  0.10
7 H 0.853839 -2.504771 -1.257900  0.07
8 H 3.210800 -1.884473 1.430643  0.13
9 C 1.669062 0.497550 0.034137  -0.32
10 H -4.636427 0.004305 1.223991  0.07
11 C -0.821077 0.696233 -0.023710  -0.23
12 N 2.564759 2.522569 -0.001355  -0.15
13 H 2.459203 -1.311036 -0.786358  0.13
14 H -4.144533 2.472000 -0.597096  0.15
15 C 2.049649 -1.763855 1.108165  -0.07
16 H 0.601927 -1.167820 -1.931238  0.09
17 H 3.555535 2.877836 0.756666  0.16
18 H 1.460700 -1.592717 2.024577  0.08
19 N 0.383419 1.174956 0.076869  0.03
20 H -1.295890 3.016959 -0.765100  0.18
21 C -1.867011 1.897952 -0.318030  -0.09
22 C 0.595550 -1.589405 -1.027917  -0.18
23 N -0.743764 -1.741407 -0.532469  0.00
24 H 0.585355 2.153609 0.869873  0.27
25 C 1.676885 -0.977350 -0.107748  -0.33
26 C -1.533493 -0.625614 -0.184947  -0.15
27 C -2.909703 -0.816259 0.317725  -0.10
28 H 3.056243 2.868821 -1.106786  0.15

Cartesian forces (eV/Å) of the 2 atoms listed first:
-0.253 1.282 1.690
-3.627 1.900 -0.458

For the HOMO energy, the calculation gives -6.66 eV. Its calculated total energy is -16546.8712 eV. The multiplicity is 1. The total charge is 0.

=====

Summary of max |F| in eV Å⁻¹
4.4, 5.2, 6.9, 6.1, 7.1, 9.3
(order as listed above)
Summary of ΔE to the lowest compared entry with this formula, charge and spin in kJ/mol
858.6, 746.8, 437.9, 371.7, 0.0, 902.5
(order as listed above)